No. 1
{
  "formula": "C24H26ClN3Os",
  "method": "ωB97M-V/def2-TZVPD",
  "total_charge": 2,
  "e_above_lowest_ev": 2.078,
  "multiplicity": 5,
  "e_lumo_ev": [-8.26, -8.26],
  "symbols": ["C", "H", "H", "C", "H", "H", "H", "C", "C", "C", "H", "C", "H", "H", "H", "C", "H", "C", "H", "C", "C", "H", "C", "H", "H", "C", "C", "C", "H", "C", "C", "H", "Cl", "N", "N", "N", "H", "H", "H", "H", "H", "C", "H", "C", "C", "H", "H", "C", "H", "Os", "C", "C", "C", "C", "H"],
  "positions_angstrom": [[1.84484, 0.00870, -1.13370], [-0.93546, -0.96016, -7.41560], [0.81001, -1.28121, -7.36681], [1.68313, 1.33130, -7.34042], [-3.11442, -0.77670, -2.36185], [2.66954, 0.77427, 0.81714], [1.30575, -1.65461, 6.31340], [0.57461, -2.05328, 3.85579], [-0.63705, 1.07852, 5.53248], [2.21379, -0.03040, 0.24088], [-1.32896, 2.52661, 6.94450], [-0.74503, 1.62891, 6.81539], [0.41871, -3.20102, 1.95211], [-1.11349, 2.24053, -8.47135], [-1.14249, 1.51896, 4.66890], [2.22839, -1.38064, 0.62688], [2.72187, -1.79031, 1.47701], [-2.47687, -1.03092, -0.21734], [2.19311, 1.66391, -8.25110], [-2.08123, -0.05296, 0.73152], [-0.10852, 1.02659, 7.90509], [-0.65055, 2.67216, -6.85673], [0.29890, 0.84021, -7.64997], [-2.14788, -0.14883, 1.80833], [1.14704, -0.60618, 8.56229], [1.65234, -2.17787, -0.39234], [0.74449, -0.72487, 6.45933], [-2.52690, 1.06276, -1.22017], [-1.56440, 2.13741, 0.52625], [0.04002, -0.62112, -7.80427], [-0.22176, 1.59838, 9.20386], [1.72795, 2.21683, -6.67923], [-0.10178, 0.81082, -2.70067], [-0.30130, 2.04938, 10.27969], [0.19251, -0.71871, 4.11782], [-0.26280, -1.14989, 1.98839], [-2.60867, -2.07989, 0.01437], [1.56802, -3.26196, -0.39997], [-0.57902, 0.81678, 2.86344], [2.36886, 0.57962, -6.90692], [0.99038, -2.70308, 4.59119], [-1.89818, 1.20808, 0.07951], [0.01604, -0.89866, -8.86321], [-2.73989, -0.32027, -1.44894], [-0.25775, -0.21970, 2.93427], [2.27032, 0.70789, -1.87868], [-1.79454, 1.34560, -7.14578], [0.26297, -2.29443, 2.53109], [1.46202, -1.63710, -2.58455], [-0.69736, -0.11008, -0.88117], [0.11690, -0.09390, 5.37928], [1.44420, -1.36859, -1.51554], [0.63836, -0.14015, 7.71617], [-0.85188, 1.79754, -7.50326], [-2.71684, 1.84577, -1.94676]],
  "forces_ev_per_angstrom": [[2.07, -0.71, 1.41], [0.21, 0.59, -0.20], [-0.02, 0.66, -0.21], [-0.02, -0.12, 0.31], [0.14, 0.18, 0.27], [-0.28, -0.19, -0.29], [-0.22, 0.57, 0.21], [-0.75, 0.82, -0.86], [0.38, -0.42, 0.56], [0.71, 0.32, -0.58], [-0.03, 0.07, 0.16], [0.12, -0.25, -0.72], [-0.18, 0.27, 0.26], [0.16, -0.10, -0.34], [0.12, -0.03, 0.58], [-0.25, 1.12, 0.03], [0.13, -0.04, 0.60], [-1.72, 0.06, -0.05], [-0.15, -0.01, -0.40], [-2.14, 0.89, 1.32], [0.03, -0.22, -0.82], [0.40, -0.51, -0.36], [-0.15, 0.05, 2.01], [0.43, -0.20, -0.67], [-0.24, 0.20, -0.21], [-0.23, -0.68, -1.89], [-0.16, 0.49, 0.00], [0.31, -0.15, 0.48], [-0.44, -0.11, 0.01], [0.06, -0.06, 0.32], [-0.16, 1.09, 2.73], [-0.53, -0.31, -0.42], [0.41, 1.96, -3.69], [0.15, -0.93, -2.30], [0.42, -1.50, -1.42], [0.85, 0.39, 0.17], [-0.13, 0.14, -0.28], [-0.01, 0.29, 0.12], [0.08, -0.44, -0.25], [-0.64, -0.04, -0.41], [0.00, -0.15, 0.29], [-2.75, 1.91, 1.09], [0.03, 0.21, -0.35], [-2.36, -1.30, 0.32], [0.22, -0.91, 0.35], [-0.77, -0.24, 0.88], [0.58, -0.26, -0.32], [0.34, 0.59, 1.27], [-0.55, -0.23, 0.88], [5.83, -2.34, -0.76], [-0.06, 0.10, 0.70], [-0.11, 0.06, 0.11], [0.23, -0.38, 0.05], [0.08, -0.10, 0.26], [0.54, -0.13, 0.05]],
  "lowdin_spin": [0.24, 0.00, 0.00, 0.00, 0.01, 0.00, 0.00, 0.01, 0.00, 0.11, 0.00, 0.00, 0.00, 0.00, 0.00, 0.34, 0.01, 0.07, 0.00, 0.11, 0.00, 0.00, 0.00, 0.00, 0.00, 0.26, 0.00, 0.04, 0.01, 0.00, 0.00, 0.00, 0.37, 0.00, 0.01, 0.11, 0.01, 0.01, 0.00, 0.00, 0.00, 0.09, 0.00, 0.11, 0.00, 0.01, 0.00, 0.02, 0.00, 1.95, 0.00, 0.09, 0.00, 0.00, 0.00]
}

No. 2
{
  "formula": "C24H26CrI2N3O4SSi",
  "method": "ωB97M-V/def2-TZVPD",
  "e_above_lowest_ev": 0.081,
  "multiplicity": 4,
  "e_lumo_ev": [-0.16, -0.34],
  "symbols": ["S", "H", "C", "C", "C", "H", "H", "Cr", "H", "C", "C", "C", "H", "Si", "C", "H", "C", "I", "C", "O", "C", "N", "C", "H", "H", "C", "H", "H", "C", "H", "O", "H", "N", "C", "H", "C", "C", "C", "C", "C", "H", "H", "H", "H", "O", "C", "I", "H", "H", "H", "O", "C", "H", "C", "N", "H", "H", "C", "H", "H", "H", "C"],
  "positions_angstrom": [[-1.42101, 0.92080, -1.93858], [-4.04577, 3.47436, 0.95424], [-4.11093, 2.85888, 0.06664], [2.87874, 1.23885, 0.85439], [-0.58106, -3.94680, 0.93249], [2.53549, -1.66546, -0.02231], [3.31993, 0.26155, 1.05945], [0.44413, -0.17246, -0.14181], [-0.44417, -3.68013, 1.98529], [3.18520, 1.68426, -0.55291], [-1.56811, 2.33007, 0.09166], [-0.29492, 0.24266, 2.60973], [-2.94496, -0.09869, 4.66065], [0.93315, -3.47241, -0.07077], [0.50045, -3.47717, -1.88280], [1.80136, -0.05085, 2.81509], [2.58646, 1.07473, -1.67532], [6.05103, 4.49823, -2.19953], [4.16178, 2.66139, -0.71653], [-1.26767, -0.50687, -1.55580], [-2.84007, -0.75227, 2.61723], [-0.67933, 1.69452, -0.74290], [-2.97715, 2.25382, -0.44002], [1.71117, -1.83374, 1.54137], [-0.25537, -2.72679, -2.12826], [-3.05219, 1.46660, -1.57444], [3.12888, -4.57534, -0.37311], [-3.84252, -1.15264, 2.57424], [1.55786, -1.80170, 0.45357], [-1.48978, -3.45469, 0.57628], [1.62668, 0.18194, -1.58044], [2.54784, -4.76551, 1.28523], [1.43215, 1.10773, 1.12416], [2.24221, -4.77136, 0.23506], [3.31248, 1.95692, 1.55596], [-5.37038, 1.86526, -1.75166], [3.07688, 1.44223, -2.93976], [-5.31203, 2.65325, -0.60212], [-2.33474, -0.16923, 3.76947], [-2.03260, -0.80765, 1.49991], [-6.31654, 1.73073, -2.25926], [4.40591, 2.65987, -4.08692], [-6.21711, 3.11810, -0.23377], [-0.75658, -5.02431, 0.88069], [-1.25572, 2.84598, 1.14887], [-1.04933, 0.33861, 3.76625], [2.33688, 0.48115, -4.63080], [0.96332, 1.99167, 0.91386], [-2.37581, -1.23043, 0.56497], [1.88492, -5.77628, -0.00533], [-1.03364, 1.26771, -3.26377], [1.12114, 0.74880, 2.51657], [1.38806, -3.24388, -2.47773], [4.06087, 2.40171, -3.09562], [-0.78376, -0.32863, 1.50242], [0.12223, -4.45231, -2.20077], [-4.26347, 0.65596, -3.16121], [4.59402, 3.02540, -1.97721], [-0.63120, 0.82192, 4.63881], [4.59459, 3.12922, 0.15954], [1.27192, 1.59434, 3.19104], [-4.22979, 1.25836, -2.26367]],
  "forces_ev_per_angstrom": [[0.07, -0.30, 0.08], [-0.01, 0.00, -0.01], [-0.08, -0.01, 0.02], [-0.08, -0.01, 0.00], [-0.13, -0.01, 0.13], [0.01, 0.06, 0.04], [-0.01, -0.03, -0.02], [0.50, 0.34, -0.40], [-0.04, -0.04, -0.01], [0.11, 0.14, 0.13], [0.12, -0.16, -0.29], [0.02, -0.01, 0.00], [0.01, -0.01, -0.01], [-0.08, 0.05, -0.07], [-0.02, 0.05, -0.20], [0.03, 0.00, 0.01], [-0.20, -0.20, 0.09], [0.04, 0.04, 0.00], [-0.05, -0.05, 0.00], [0.19, -0.05, -0.05], [0.02, -0.01, -0.02], [-0.08, 0.12, 0.18], [0.14, -0.01, -0.01], [-0.01, 0.01, -0.01], [0.02, -0.02, 0.02], [-0.11, 0.04, 0.02], [0.00, -0.01, 0.03], [0.00, 0.01, 0.02], [-0.19, -0.05, -0.01], [0.04, 0.01, -0.01], [0.10, 0.01, -0.05], [0.03, -0.04, -0.03], [-0.11, -0.05, 0.08], [0.13, -0.11, 0.09], [0.03, -0.01, 0.01], [0.00, 0.02, 0.03], [0.10, 0.11, -0.12], [0.02, -0.02, -0.02], [-0.08, -0.01, 0.06], [0.01, 0.03, 0.05], [0.00, 0.01, 0.02], [0.00, 0.00, 0.00], [0.00, 0.00, 0.00], [0.00, 0.02, 0.01], [0.03, 0.03, 0.12], [0.09, 0.02, -0.01], [-0.04, -0.02, 0.05], [0.02, 0.02, 0.01], [0.02, 0.01, -0.01], [0.00, 0.03, -0.01], [-0.12, 0.02, -0.04], [-0.01, 0.01, -0.07], [-0.04, -0.02, -0.02], [-0.01, -0.01, 0.01], [-0.32, 0.05, 0.19], [0.03, 0.00, 0.00], [0.01, 0.00, 0.00], [-0.04, -0.03, -0.03], [-0.02, -0.01, 0.00], [0.00, 0.00, 0.00], [-0.01, 0.01, 0.01], [-0.03, 0.00, 0.06]],
  "lowdin_spin": [0.00, 0.00, 0.00, 0.00, 0.00, 0.00, 0.00, 2.96, 0.00, 0.01, 0.00, 0.01, 0.00, 0.00, 0.00, 0.00, 0.00, 0.00, 0.00, 0.02, 0.00, 0.00, 0.00, 0.00, 0.00, 0.00, 0.00, 0.00, -0.06, 0.00, 0.04, 0.00, -0.02, 0.00, 0.00, 0.00, 0.00, 0.00, 0.01, 0.01, 0.00, 0.00, 0.00, 0.00, 0.00, 0.00, 0.00, 0.00, 0.00, 0.00, 0.00, 0.00, 0.00, 0.00, 0.00, 0.00, 0.00, 0.01, 0.00, 0.00, 0.00, 0.00]
}

> The lowest multiplicity belongs to which entry?

C24H26CrI2N3O4SSi

> Which of these has the highest multiplicity?

C24H26ClN3Os